# 1
C2H7NOS | ωB97M-V/def2-TZVPD

```
12
C2H7NOS ωB97M-V/def2-TZVPD
C 2.1206 -0.1388 0.2035
S 0.5229 -0.1636 0.6752
C -1.1028 1.1099 0.0060
N -0.0901 -1.5973 0.0218
O 0.3758 -0.1351 2.1132
H 2.6475 0.6261 0.7542
H 2.2270 -0.0605 -0.8668
H -1.8585 0.9952 0.7595
H -0.6814 2.0968 -0.0561
H -1.3671 0.6957 -0.9544
H 0.5316 -2.3665 0.2324
H -1.0204 -1.7872 0.3651
```

Values from the calculation:
Structure (SMILES): C=[S@@](C)(N)=O
E_HOMO, eV: -8.419
Orbital gap, eV: 8.93
LUMO level, hartree: 0.019
Calculated total energy, eV: -16556.897

# 2
C2H7NOS | ωB97M-V/def2-TZVPD

```
12
C2H7NOS ωB97M-V/def2-TZVPD
C -0.3078 -2.2075 -0.1247
C 1.6846 2.2249 -0.1053
N -0.9623 -1.0186 -0.1940
O -1.9210 1.2844 0.1525
S -0.8138 0.2616 0.7699
H -0.2891 -2.7375 -1.0369
H -0.5968 -2.9550 0.5584
H 0.7561 -2.2105 0.2949
H 1.4332 3.2701 -0.1874
H 0.9672 1.4839 -0.3388
H 2.6256 1.8850 0.5017
H -2.5760 0.7192 -0.2904
```

Values from the calculation:
E_HOMO (spin up / spin down), eV: -8.698 / -7.711
Orbital gap (spin up / spin down), eV: 8.48 / 7.89
LUMO level (spin up / spin down), hartree: -0.008 / 0.007
Calculated total energy, eV: -16555.422

# 3
C2H7NOS | ωB97M-V/def2-TZVPD

```
12
C2H7NOS ωB97M-V/def2-TZVPD
N -2.2062 -0.6564 0.3001
C -1.6187 -1.6719 0.9641
O -1.8681 -2.0273 2.0913
H -1.8905 -0.4115 -0.6210
H -2.8282 0.0001 0.7385
H -0.8741 -2.1886 0.3612
C 2.1550 0.8297 -0.8724
S 1.1375 1.3930 0.5061
H 2.6010 -0.1232 -0.6045
H 1.5948 0.6639 -1.7836
H 2.9099 1.5717 -1.1199
H 0.8876 2.6205 0.0401
```

Values from the calculation:
Structure (SMILES): NC=O.CS
E_HOMO, eV: -9.266
Orbital gap, eV: 9.90
LUMO level, hartree: 0.023
Calculated total energy, eV: -16560.331

# 4
C2H7NOSi | ωB97M-V/def2-TZVPD

```
12
C2H7NOSi ωB97M-V/def2-TZVPD
C -2.5570 1.2545 -0.9113
C 1.2110 2.2426 0.7817
N 1.6732 1.1973 0.7886
O 2.2358 -0.0013 0.7044
Si 2.9782 -0.5900 -0.7402
H -2.5280 1.6127 -1.9058
H -3.2995 1.6842 -0.1986
H -1.4914 1.2958 -0.5817
H -2.9124 0.1794 -0.9097
H 3.2179 -1.9916 -0.0243
H 2.0978 -0.7435 -1.9175
H 3.8990 0.3470 -1.2020
```

Values from the calculation:
E_HOMO, eV: -11.343
Orbital gap, eV: 11.58
LUMO level, hartree: 0.009
Calculated total energy, eV: -13598.806

# 5
C2H7NS | ωB97M-V/def2-TZVPD

```
11
C2H7NS ωB97M-V/def2-TZVPD
C -1.4126 0.1894 -0.8234
S -0.0556 -0.3606 0.0809
C 1.3101 -0.8285 -0.9940
N 0.0417 0.5304 1.6554
H -2.3417 0.2345 -0.3945
H -1.1248 1.2382 -0.9903
H -0.5068 -1.6536 0.6429
H 2.1576 -0.3084 -0.6708
H 0.7986 -0.6198 -1.9160
H 0.8349 0.1845 2.1153
H 0.2987 1.3941 1.2944
```

Values from the calculation:
Structure (SMILES): C=[SH](=C)N
E_HOMO, eV: -8.239
Orbital gap, eV: 8.54
LUMO level, hartree: 0.011
Calculated total energy, eV: -14506.162

# 6
C2H7NS | ωB97M-V/def2-TZVPD

```
11
C2H7NS ωB97M-V/def2-TZVPD
C -1.9795 0.6166 -0.0525
N -1.3488 1.1526 -1.0074
C 0.0039 0.6780 -1.2515
H -1.4797 -0.0400 0.6751
H -3.0677 0.6652 0.0082
H 0.7700 1.2459 -0.6906
H 0.2407 0.8882 -2.2932
H 0.2696 -0.3739 -1.1396
S 1.7099 -1.3832 1.6183
H 2.3545 -2.5119 1.5465
H 2.5271 -0.9374 2.5868
```

Values from the calculation:
Structure (SMILES): C=NC.S
E_HOMO, eV: -9.525
Orbital gap, eV: 10.27
LUMO level, hartree: 0.027
Calculated total energy, eV: -14511.439